167
Properties=species:S:1:pos:R:3:forces:R:3:mulliken_charge:R:1 method="wB97M-V/def2-TZVPD" de_lowest_kcal_mol=0.0 orbital_gap_ev="7.594 / 5.595" lumo_energy_ev="-2.60 / -4.63" e_homo_ev="-10.2 / -10.2" total_charge=+1 spin_multiplicity=2
Ir -1.523376 0.854835 -1.388163 -0.9125 0.6431 -0.4568 2.7740
C 5.801892 -2.142624 4.573735 -0.0111 -0.0326 -0.0266 -1.6633
C 5.443825 -2.018277 3.118310 0.0474 -0.0954 -0.0418 1.0804
C 5.763413 -0.876082 2.395798 0.0470 -0.0193 -0.0913 -0.4872
C 5.421728 -0.735701 1.058042 0.0677 0.0031 0.0202 0.7779
C 5.820510 0.517944 0.323438 -0.0026 -0.0054 0.0085 -1.3156
C 4.759680 -1.789403 0.409608 0.0140 -0.0802 -0.0354 0.2715
C 4.452631 -2.960114 1.110045 -0.1081 0.0064 -0.0019 0.7628
C 3.754276 -4.126592 0.465008 0.0548 -0.0567 -0.0042 -1.3213
C 4.786131 -3.045951 2.457656 -0.0204 0.0446 0.0415 -0.6101
C 4.576668 -1.673627 -1.071139 0.2219 -0.1031 0.0589 -0.3297
C 5.523436 -2.287815 -1.888608 -0.0220 0.0257 -0.0095 0.0744
C 5.533128 -2.069675 -3.257282 -0.0762 0.0566 0.0536 -1.4495
C 4.613332 -1.197364 -3.818745 0.0312 -0.0308 0.0660 0.2158
C 3.646643 -0.580413 -3.028754 -0.0392 -0.0792 -0.2233 -0.8633
C 3.605778 -0.858252 -1.657650 -0.1225 0.1912 -0.1594 0.6020
Ge 2.086749 -0.319382 -0.591457 0.1352 -0.4278 0.2012 -1.2442
S 0.699445 1.048174 -1.721374 0.0241 0.0012 -0.0261 -1.0165
S 0.986797 -2.018027 0.294083 -0.1265 0.0062 -0.1336 0.9636
Ge 0.339922 -0.391604 1.689413 -0.2865 0.2214 -0.1346 -1.3076
S -1.509604 0.545061 0.897500 -0.1445 0.3142 0.4286 -1.2543
S 2.124522 0.922361 1.247409 0.0953 0.1598 -0.0384 0.2499
C -0.018345 -0.771259 3.565957 0.1220 -0.0243 0.0378 0.7303
C -0.768167 -1.909937 3.885573 -0.0062 -0.0916 0.1351 -0.8636
C -0.985135 -2.230120 5.222126 0.0132 -0.0113 0.0057 -0.1966
C -0.466929 -1.439057 6.234302 0.0059 -0.0255 -0.0316 -1.1655
C 0.247020 -0.297231 5.914173 -0.0518 0.0194 -0.0008 -0.1865
C 0.466493 0.058193 4.586522 -0.0486 0.0598 0.0457 -0.5993
C 1.152885 1.356642 4.314782 0.0877 -0.0195 0.0179 -0.4113
C 2.544500 1.444845 4.323298 0.0118 -0.0565 0.0115 1.2554
C 3.422190 0.248041 4.577669 -0.0159 0.1246 -0.0785 -1.0123
C 3.146512 2.675346 4.064296 -0.0087 0.0008 0.0190 -0.5586
C 2.400840 3.813219 3.814090 -0.0152 -0.0073 -0.0070 0.6248
C 3.059761 5.135315 3.530713 -0.0099 -0.0149 -0.0070 -1.5623
C 1.011543 3.711783 3.856628 0.0142 0.0211 -0.0237 -0.7818
C 0.374434 2.509242 4.116658 -0.0039 0.0171 -0.0051 1.4836
C -1.125669 2.470217 4.236670 -0.0170 0.0091 0.0312 -1.8138
C -1.350727 -2.804828 2.843381 0.0701 0.0431 -0.0822 0.6742
C -2.651961 -2.596067 2.385007 0.0032 0.0328 -0.0280 1.1997
C -3.525107 -1.490233 2.920079 0.0060 -0.0082 -0.0079 -1.5701
C -3.176736 -3.470021 1.436649 0.0239 0.0056 -0.0408 -0.6826
C -2.451795 -4.546281 0.950849 -0.0170 -0.0010 0.0149 0.4546
C -3.049350 -5.505400 -0.040010 -0.0649 0.0046 0.0201 -1.3460
C -1.158832 -4.741196 1.430434 -0.0126 0.0171 -0.0004 -0.3804
C -0.599025 -3.892258 2.372008 0.0112 -0.0610 0.0767 0.5665
C 0.778039 -4.167579 2.918574 -0.0293 -0.0129 0.0366 -1.3882
C 2.743554 0.404272 -3.703664 0.1485 -0.0090 0.0068 -0.4118
C 3.051535 1.765948 -3.642861 0.0808 0.0351 -0.0063 1.2590
C 4.195401 2.281388 -2.809268 -0.0093 -0.0166 -0.0097 -1.6002
C 2.255382 2.672375 -4.337231 0.0564 -0.0022 -0.0503 -0.6723
C 1.165890 2.260423 -5.088363 -0.0236 -0.0590 -0.0385 0.6540
C 0.345769 3.239757 -5.883486 0.0051 -0.0368 -0.0413 -1.7373
C 0.861625 0.902434 -5.117055 -0.0194 0.0528 -0.0677 -0.5150
C 1.633905 -0.032774 -4.444511 -0.0162 0.0539 0.0109 0.9248
C 1.248632 -1.482433 -4.472256 0.0102 -0.0583 0.0090 -1.0205
H 6.396603 -1.294091 4.908857 0.0065 0.0066 0.0046 0.3317
H 6.372460 -3.053329 4.759250 0.0064 -0.0012 0.0004 0.4798
H 4.903075 -2.189712 5.191805 0.0037 -0.0009 -0.0009 0.2749
H 6.305865 -0.073489 2.884127 -0.0019 0.0083 0.0085 0.3405
H 6.456678 1.138900 0.952376 0.0054 0.0047 -0.0009 0.5740
H 4.949465 1.115449 0.043291 -0.0176 -0.0020 -0.0085 -0.0234
H 6.364628 0.288226 -0.594631 -0.0076 0.0088 -0.0033 0.2674
H 3.799607 -4.088942 -0.621577 -0.0380 0.0082 -0.0467 0.1523
H 2.703034 -4.140783 0.761851 0.0446 0.0023 -0.0498 -0.3713
H 4.199444 -5.067637 0.789169 0.0280 -0.0128 0.0020 0.6998
H 4.538997 -3.953485 2.999308 0.0048 -0.0170 0.0040 0.4765
H 6.270909 -2.922292 -1.428411 0.0163 0.0040 -0.0068 0.5678
H 6.278041 -2.549004 -3.878937 -0.0113 -0.0139 -0.0013 0.4350
H 4.641581 -0.976263 -4.878777 0.0083 -0.0030 -0.0048 0.5858
H -1.561231 -3.116115 5.459983 -0.0100 -0.0022 -0.0016 0.5703
H -0.627070 -1.707825 7.270403 -0.0144 0.0077 0.0026 0.4193
H 0.631392 0.346868 6.695649 0.0109 -0.0008 0.0054 0.5533
H 2.853611 -0.675840 4.662029 -0.0260 -0.0233 -0.0097 0.3457
H 3.991394 0.379550 5.500286 -0.0011 0.0098 0.0220 0.5349
H 4.135608 0.127304 3.759846 -0.1573 0.0604 0.1395 -0.4850
H 4.229855 2.734768 4.052457 0.0140 -0.0021 0.0087 0.3993
H 4.144776 5.051107 3.564249 0.0072 0.0032 -0.0010 0.3911
H 2.755585 5.886434 4.261214 0.0038 0.0069 -0.0010 0.3751
H 2.779794 5.507878 2.543489 0.0007 0.0039 -0.0074 0.2968
H 0.410734 4.603883 3.708347 -0.0038 0.0136 0.0092 0.3977
H -1.521322 3.482949 4.315787 -0.0207 0.0008 -0.0169 0.5336
H -1.437145 1.913673 5.122136 -0.0015 0.0127 -0.0101 0.4071
H -1.589407 1.990084 3.374496 -0.0370 -0.0670 -0.0824 0.0712
H -2.948271 -0.679344 3.362047 0.0108 0.0015 -0.0115 0.1764
H -4.198006 -1.877934 3.688976 0.0066 0.0034 0.0140 0.4978
H -4.138337 -1.072202 2.120281 0.0037 -0.0002 0.0077 0.1613
H -4.188801 -3.308169 1.078858 0.0023 -0.0033 -0.0053 0.3898
H -4.009180 -5.144314 -0.407894 0.0084 0.0028 -0.0172 0.3480
H -3.213268 -6.481179 0.420999 0.0133 -0.0071 -0.0078 0.3842
H -2.388966 -5.650944 -0.894493 -0.0037 -0.0412 -0.0301 0.2242
H -0.580758 -5.586855 1.072309 0.0134 -0.0169 -0.0169 0.4437
H 1.248260 -4.988400 2.378039 -0.0052 -0.0132 0.0143 0.4787
H 0.726015 -4.441973 3.974463 -0.0004 -0.0109 0.0091 0.4850
H 1.431811 -3.295553 2.848895 0.0084 0.0038 -0.0041 0.0401
H 4.999173 1.552817 -2.719839 0.0142 0.0118 -0.0091 0.2776
H 3.856976 2.519803 -1.794723 -0.0070 -0.0242 0.0016 0.0644
H 4.603083 3.195814 -3.238714 -0.0078 0.0139 0.0083 0.6216
H 2.508344 3.727134 -4.298262 0.0138 0.0126 -0.0120 0.3897
H 0.610185 4.269561 -5.645428 -0.0112 0.0090 0.0089 0.3263
H -0.721664 3.100901 -5.701407 0.0012 -0.0008 0.0015 0.2897
H 0.509288 3.094888 -6.952720 0.0062 0.0070 -0.0035 0.4561
H 0.006672 0.560367 -5.690926 -0.0147 0.0146 0.0190 0.4036
H 0.483942 -1.662404 -5.227121 -0.0173 -0.0119 -0.0150 0.4592
H 0.848937 -1.800239 -3.503224 0.0003 -0.0437 0.0535 -0.3442
H 2.101654 -2.125575 -4.684486 0.0015 -0.0543 -0.0112 0.6758
C -5.360271 -0.018279 -1.596682 0.0688 -0.0733 0.0991 -1.3426
As -3.994071 1.348560 -1.686978 0.0678 0.0130 -0.0182 0.9793
C -4.193642 1.911826 -3.540662 -0.0553 -0.1568 -0.0093 -1.2819
C -4.899885 2.918591 -0.920300 0.0155 -0.0659 0.0778 -1.6826
C -4.182342 3.836006 0.066718 0.2318 0.0718 0.0097 3.2262
C -3.725680 3.144777 1.343755 0.0516 -0.1279 0.1157 -0.5177
C -2.946847 4.459714 -0.620999 -0.1420 -0.2766 -0.1755 -2.3672
As -1.434021 3.303676 -1.215653 0.2290 -0.0656 0.6853 0.2668
C -0.885484 4.255203 -2.804935 0.0971 -0.1152 -0.0041 -0.7060
C -0.076424 3.850619 0.051907 -0.0214 0.0213 -0.0302 -0.7068
C -5.150513 4.984201 0.418168 0.0503 0.0944 -0.2136 -2.1441
As -6.746988 4.837181 1.600126 -0.0565 0.0195 0.0090 0.2988
C -5.915901 4.604009 3.364428 0.0225 -0.0166 0.0073 -0.9922
C -7.388510 2.988087 1.410337 0.0021 -0.0138 0.0008 -0.9677
H -6.286399 0.402486 -1.986359 -0.0181 -0.0294 0.0187 0.4715
H -5.501071 -0.350736 -0.569799 0.0142 0.0175 0.0026 0.2523
H -5.061131 -0.870018 -2.205370 0.0119 -0.0081 0.0124 0.3449
H -5.195932 2.319105 -3.669117 0.0012 -0.0108 -0.0135 0.5767
H -4.040598 1.069718 -4.205998 0.0053 -0.0122 -0.0392 0.3996
H -3.456241 2.674615 -3.783889 0.0334 0.0336 0.0422 0.1327
H -5.848390 2.588703 -0.498996 0.0779 -0.1588 -0.0135 0.2389
H -5.137538 3.495639 -1.816456 -0.0862 0.0891 0.0770 0.7120
H -2.785203 2.617649 1.210164 0.0250 -0.1174 -0.0511 -0.9447
H -4.450156 2.418783 1.716595 -0.0391 0.0503 -0.0158 0.0446
H -3.561604 3.883015 2.128195 0.0169 0.0399 0.0342 0.5705
H -2.478493 5.166256 0.067562 0.0794 -0.0123 -0.0531 0.6688
H -3.232604 5.013698 -1.520049 -0.1053 0.0176 0.0559 0.6076
H -0.716655 5.289702 -2.507542 0.0050 0.0302 -0.0705 0.6486
H -1.643522 4.215218 -3.584184 -0.0378 -0.0190 0.0272 0.3781
H 0.041503 3.819513 -3.181029 -0.0668 0.0108 0.0671 -0.3585
H -0.087541 4.937212 0.141043 -0.0262 -0.0162 -0.0002 0.7277
H 0.896013 3.519286 -0.301730 0.0452 -0.0287 0.0023 0.3002
H -0.269693 3.384882 1.017985 -0.0251 -0.0141 -0.0022 -0.1261
H -5.544009 5.416505 -0.507699 0.0270 0.0150 0.0141 0.4677
H -4.585481 5.788631 0.901828 0.0084 -0.0048 0.0050 0.6176
H -5.119986 5.335342 3.504064 -0.0094 0.0168 -0.0062 0.3037
H -5.518322 3.602965 3.520664 0.0130 0.0047 -0.0070 0.1995
H -6.684321 4.799537 4.111423 0.0044 -0.0091 0.0028 0.4266
H -7.928910 2.857472 0.473283 0.0066 0.0017 -0.0038 0.3209
H -8.095911 2.838398 2.226403 -0.0228 -0.0037 -0.0179 0.4062
H -6.605659 2.235559 1.498579 -0.0102 0.0073 0.0279 0.1416
C -1.263022 -4.433059 -5.889494 0.0227 -0.0006 0.0085 -1.7110
C -0.542280 -4.538102 -4.574021 -0.0159 -0.0069 0.0130 1.1338
C 0.708178 -5.143195 -4.496433 -0.0018 0.0342 -0.0007 -0.6588
C 1.356392 -5.262546 -3.279549 0.0811 0.0351 -0.0224 -0.0032
Cl 2.936994 -5.985679 -3.226880 -0.0086 -0.0019 0.0201 -0.2509
C 0.774379 -4.812914 -2.106864 -0.0058 0.0473 0.0151 -0.9793
C -0.468780 -4.206727 -2.168582 -0.0007 0.0384 -0.0570 0.4178
C -1.101059 -4.058461 -3.391461 0.0275 0.0804 -0.0113 -0.3975
O -2.368665 -3.495919 -3.400506 -0.1423 -0.0248 0.2289 -0.6356
C -2.489916 -2.191103 -3.884574 0.0629 -0.0173 -0.0422 -1.1101
C -2.007356 -1.080410 -2.974468 -0.0094 0.3058 0.2398 0.4292
O -1.990708 0.102745 -3.453926 0.3683 -0.2720 0.1908 -0.6247
O -1.739259 -1.234172 -1.746783 -0.0276 -0.1299 -0.5548 0.4356
H -1.009205 -5.277069 -6.528566 0.0000 0.0032 -0.0145 0.5110
H -0.984033 -3.523395 -6.428002 0.0006 0.0067 -0.0042 0.2402
H -2.342233 -4.421933 -5.744752 -0.0034 -0.0146 -0.0050 0.3198
H 1.173776 -5.533972 -5.391916 0.0160 0.0019 -0.0044 0.4929
H 1.284622 -4.924966 -1.161381 0.0426 -0.0113 0.0439 0.5392
H -0.955057 -3.837121 -1.274960 0.0420 0.0725 -0.0112 0.6665
H -3.564420 -2.026594 -4.006132 0.0270 0.0989 -0.0996 0.2555
H -2.019556 -2.043348 -4.861857 0.0195 -0.0358 0.0222 0.2270